Here is 5 unconnected molecules or ions with the total composition C23H59N8O4 from OMol25. Energies are from ωB97M-V/def2-TZVPD.

XYZ file:
```
94
Properties=species:S:1:pos:R:3
C 1.14541 -5.36335 3.31430
C 1.28168 -4.46357 2.08507
C 1.46005 -3.03383 2.56248
C 0.05684 -4.69901 1.18136
C -0.46965 -3.50891 0.36754
N -1.58591 -2.81298 1.00483
N -2.78975 -3.41747 1.19304
C -3.56470 -2.54555 1.84114
N -2.94729 -1.40675 2.03166
C -1.72945 -1.56653 1.49417
N -0.78034 -0.61752 1.42404
H 1.97010 -5.20119 3.99727
H 0.22525 -5.12537 3.84070
H 1.11063 -6.40827 3.02303
H 2.17602 -4.76395 1.55939
H 0.62387 -2.69626 3.16840
H 2.33061 -3.00378 3.20894
H 1.66844 -2.32945 1.76366
H -0.74403 -5.09678 1.80009
H 0.28539 -5.47878 0.46444
H -0.83181 -3.87317 -0.58672
H 0.28861 -2.76817 0.16415
H -2.98634 -4.35337 0.88053
H -4.56995 -2.78371 2.13372
H -0.66339 0.01380 2.19363
H -0.17217 -0.53616 0.63227
C 5.83105 -3.34858 1.69627
C 5.76899 -4.85827 1.50453
C 7.01028 -5.49652 0.87223
O 7.14297 -5.27031 -0.51517
C 7.71270 -4.02656 -0.88047
N 4.55940 -5.15025 0.72020
H 5.61604 -2.82659 0.76406
H 5.07431 -3.03541 2.41615
H 6.80307 -3.01501 2.06153
H 5.66283 -5.30172 2.49897
H 6.92590 -6.58062 0.98082
H 7.92245 -5.18813 1.39883
H 8.48193 -3.71536 -0.16852
H 6.95532 -3.24154 -0.96056
H 8.17290 -4.15426 -1.85887
H 4.40882 -6.15559 0.70414
H 4.77959 -4.91966 -0.24585
C 4.28276 0.58699 -1.40743
C 3.95488 -0.87290 -1.11392
C 2.92170 -1.50234 -2.05800
O 1.58016 -1.13217 -1.79448
C 1.16315 0.11733 -2.32752
N 3.53318 -0.99896 0.28325
H 3.50066 1.25748 -1.05203
H 5.20328 0.87180 -0.89984
H 4.41902 0.75607 -2.47666
H 4.87850 -1.44694 -1.24113
H 2.94781 -2.58558 -1.90622
H 3.17472 -1.31644 -3.10918
H 1.62378 0.31545 -3.29807
H 1.38653 0.93848 -1.64338
H 0.08255 0.07692 -2.45632
H 3.42643 -1.98630 0.50704
H 2.59103 -0.61980 0.33214
C -3.63966 3.48988 -0.15655
C -2.75207 2.25336 -0.07333
C -1.30371 2.49493 -0.51601
O -1.11016 2.59747 -1.91066
C -1.39987 3.86691 -2.47510
N -3.37974 1.15165 -0.81385
H -3.95773 3.69608 -1.17757
H -4.54352 3.34380 0.43278
H -3.13813 4.37708 0.22452
H -2.70416 1.95313 0.97921
H -0.70987 1.62475 -0.21093
H -0.87694 3.37080 -0.00941
H -1.13979 4.67628 -1.78808
H -2.45143 3.95226 -2.75520
H -0.79940 3.96490 -3.37833
H -2.85288 0.29592 -0.66218
H -3.27424 1.34249 -1.80661
C -6.60804 5.65085 -1.39812
C -6.40991 6.45038 -0.11354
C -7.07673 7.83172 -0.12644
O -6.40576 8.80750 -0.89564
C -6.66514 8.77620 -2.28656
N -4.97545 6.53031 0.18671
H -5.94802 5.99491 -2.19457
H -6.38105 4.59925 -1.22429
H -7.63741 5.71944 -1.75365
H -6.88376 5.88758 0.69649
H -7.06960 8.21858 0.89570
H -8.12726 7.75858 -0.43802
H -7.70048 8.49001 -2.49274
H -5.98979 8.09498 -2.81015
H -6.49728 9.78100 -2.67131
H -4.85203 6.95287 1.10250
H -4.56748 7.20465 -0.45590
```

Properties
- Charge: +1
- E_HOMO: -10.64 eV
- Maximum force: 0.65 eV/A
- Kohn-Sham gap: 7.87 eV
- Lowest unoccupied orbital energy: -2.77 eV

Löwdin atomic charge list, values in e, 6 entries: C -0.07; C -0.41; C -0.07; C -0.13; C -0.08; N 0.01